Entry 1:
One molecule with the formula C3H9N3O, computed with the ωB97M-V functional and the def2-TZVPD basis.

Results
LUMO: 0.87 eV
total energy: -9772.049 eV
energy relative to the best compared isomer or geometry (same formula, charge and spin): 80.49 kcal/mol
HOMO: -8.63 eV
orbital gap: 9.50 eV

Positions of all 16 atoms, in Å:
H 0.274 -0.850 -2.544
C -0.983 -1.224 0.065
H -0.689 2.309 1.319
C 0.095 0.895 0.052
H -1.714 1.815 0.009
C 1.263 0.589 0.789
O -0.060 -1.664 0.901
N 0.704 -0.544 -1.679
H -1.873 -0.753 0.513
N -0.822 1.781 0.474
N -0.367 0.007 -0.894
H 1.540 1.263 1.595
H -1.272 -1.930 -0.724
H 0.724 -0.572 1.137
H 1.077 -1.369 -1.207
H 2.104 0.248 0.195


Entry 2:
One molecule with the formula C6H9FO, computed with the ωB97M-V functional and the def2-TZVPD basis.

Results
LUMO: 0.95 eV
total energy: -11128.545 eV
energy relative to the best compared isomer or geometry (same formula, charge and spin): 82.23 kcal/mol
HOMO: -9.33 eV
orbital gap: 10.28 eV

Positions of all 17 atoms, in Å:
C -1.373 1.555 0.100
H 1.041 -2.309 0.318
H 2.582 -1.076 0.534
H 2.066 -1.265 -1.284
H -0.299 -0.062 1.624
H -2.589 0.705 -1.403
H 1.241 0.545 -0.918
C 0.326 0.561 1.043
H -0.766 -1.118 -1.778
H -1.914 2.554 0.427
C 0.670 -0.014 -0.301
C 1.696 -1.211 -0.006
C -0.759 -0.555 -0.754
F -1.029 -1.428 0.358
H 1.077 0.716 1.907
C -1.656 0.586 -0.784
O -0.313 1.815 0.917


Entry 3:
A 11-piece molecular cluster, C11H33N11O22 overall, computed with the ωB97M-V functional and the def2-TZVPD basis.

Results
LUMO: -0.49 eV
total energy: -73346.329 eV
energy relative to the best compared isomer or geometry (same formula, charge and spin): 41.99 kcal/mol
HOMO: -10.94 eV
orbital gap: 10.45 eV

Positions of all 77 atoms, in Å:
H 5.631 3.441 0.494
H -2.511 -2.711 2.491
O 0.862 0.484 6.017
H -0.551 0.628 1.235
H -1.276 -4.988 -0.600
N 0.562 -3.168 -3.143
H -2.641 2.126 -3.176
N 2.222 2.649 -4.247
C -1.704 2.144 -2.626
O 0.431 -4.172 -2.456
C 0.531 0.480 1.023
O 4.381 -0.362 0.667
H -2.611 -5.906 0.310
H 4.115 -2.286 -1.376
N 4.954 -1.372 0.371
O -1.134 -4.976 2.640
N -0.503 4.474 2.768
H -1.516 -2.627 -3.162
O 3.286 3.200 -4.077
O 6.155 -1.510 0.527
C -4.910 -0.851 -0.816
O -3.266 -3.646 -1.714
C -0.179 5.442 1.735
H -5.292 -0.749 -1.840
H -0.444 -1.821 -4.363
H -1.366 -2.769 3.726
O 0.094 3.401 2.783
O 1.120 3.131 -3.962
O -4.168 -4.315 0.148
C 5.210 2.512 0.139
O 3.062 3.407 0.263
O -1.454 3.533 -0.677
H -0.684 5.121 0.786
H 3.241 -2.490 0.226
O -0.561 0.129 4.453
H 3.213 0.835 -4.816
H 0.056 2.920 5.958
N -3.276 -4.343 -0.711
H -0.375 -1.375 -2.503
C -0.633 2.249 5.380
C -0.522 -2.142 -3.301
H 5.077 1.882 1.040
O 3.541 1.996 -1.324
O -1.376 4.815 3.556
H 1.063 -0.049 1.797
O -3.133 -5.336 3.433
O 0.633 0.082 -1.282
O -2.405 4.317 -2.430
C -2.256 -5.353 -0.645
O 0.276 -1.604 -0.087
H -4.617 -1.846 -0.691
N -1.872 3.418 -1.811
C 2.294 1.189 -4.389
H -2.338 -5.948 -1.560
H -0.492 6.407 2.062
H -2.986 -3.023 4.273
H -0.853 2.345 -3.289
N -3.752 0.008 -0.720
N -0.047 0.822 5.294
H 0.905 5.222 1.613
N 3.790 2.646 -0.343
C -2.330 -3.147 3.437
H 0.842 1.517 0.805
C 4.187 -2.477 -0.235
O 1.613 -2.946 -3.733
N -2.208 -4.653 3.109
H -1.407 1.328 -1.958
H -5.661 -0.620 -0.086
H -1.559 2.123 5.919
N 0.518 -0.391 -0.173
O -3.896 1.088 -1.302
H -0.708 2.494 4.332
H 2.214 0.846 -3.369
H 5.810 1.987 -0.694
O -2.708 -0.312 -0.119
H 1.446 0.791 -4.949
H 4.847 -3.345 -0.053


Entry 4:
C4H5NO as an isolated structure, computed with the ωB97M-V functional and the def2-TZVPD basis.

Results
LUMO: 0.06 eV
total energy: -7762.979 eV
energy relative to the best compared isomer or geometry (same formula, charge and spin): 81.81 kcal/mol
HOMO: -10.62 eV
orbital gap: 10.68 eV

Positions of all 11 atoms, in Å:
C -0.796 -0.634 0.275
H -0.270 0.751 1.776
H 0.949 -0.614 1.473
O -0.357 2.367 -0.760
C -0.401 -1.768 -0.514
N -0.057 -2.675 -1.147
C -0.006 -0.154 1.237
H 1.263 0.591 -0.886
H -1.729 -0.151 0.001
H 1.460 0.876 -0.161
C -0.056 1.410 -1.295


- HOMO of number 2 (C6H9FO)?
  -9.33 eV


- Which value of HOMO does entry 3 give?
  -10.94 eV


- Among the records above, which one has the lowest LUMO?
  C11H33N11O22